7
Properties=species:S:1:pos:R:3 method="wB97M-V/def2-TZVPD" fmax_ev_per_a=0.6 lumo_energy_ev="-4.79 / -8.20" charge=+1 orbital_gap_ev="10.550 / 9.020" multiplicity=2 homo_ev="-15.342 / -17.216" s_squared=0.7543 energy_ha=-836.55526 de_lowest_kj_mol=0.00
C 0.4337 -0.7286 0.6595
S 0.5997 0.6398 -0.5117
S -1.2786 1.1421 -0.8056
H 1.3958 -1.2249 0.5862
H -0.3974 -1.3357 0.3181
H 0.2308 -0.3470 1.6580
H -0.9841 1.8543 -1.9045

=====

9
Properties=species:S:1:pos:R:3 method="wB97M-V/def2-TZVPD" fmax_ev_per_a=2.2 lumo_energy_ev=-0.07 orbital_gap_ev=9.364 homo_ev=-9.432 energy_ha=-1524.52027 de_lowest_kj_mol=28.66
C -0.9231 -4.7935 -1.8064
Si -0.0605 0.9663 0.1066
S -2.3463 -4.1929 -2.1562
S 0.5231 -5.2289 -1.4554
S 0.0242 -0.0600 -1.7832
H 1.3319 0.9974 0.7062
H -0.4420 2.4025 0.1026
H -0.7393 -0.2311 0.4695
H 1.3298 0.2998 -2.1147

=====

9
Properties=species:S:1:pos:R:3 method="wB97M-V/def2-TZVPD" fmax_ev_per_a=4.0 lumo_energy_ev=0.26 smiles=SSCSS orbital_gap_ev=9.199 homo_ev=-8.939 energy_ha=-1633.21328 de_lowest_kj_mol=30.44
S -2.5974 0.7983 -0.4170
S -1.2492 -0.7467 -0.1529
C 0.0163 -0.3267 1.0013
S 1.2469 1.1659 0.2076
S 2.5685 -0.1953 -0.4760
H -2.1030 1.2590 -1.5512
H 0.6717 -1.1305 1.0037
H -0.3360 -0.0291 1.9717
H 1.7822 -0.7949 -1.5870

=====

10
Properties=species:S:1:pos:R:3 method="wB97M-V/def2-TZVPD" fmax_ev_per_a=4.5 lumo_energy_ev=0.26 smiles=CSB(O)O orbital_gap_ev=9.213 homo_ev=-8.953 energy_ha=-614.72605 de_lowest_kj_mol=45.49
C -1.4216 -0.6709 0.2957
S 0.2214 -1.1588 0.9081
B 1.3955 -0.3962 -0.3697
O 0.9162 0.2185 -1.4992
O 2.7094 -0.5955 -0.1898
H -1.6387 -0.9932 -0.7226
H -1.6265 0.3773 0.3486
H -1.9794 -1.2293 1.0178
H 1.5205 0.5445 -2.0799
H 3.3486 -0.3348 -0.7587